{"formula": "C8H13N3OS", "method": "ωB97M-V/def2-TZVPD", "symbols": ["C", "H", "C", "N", "H", "C", "S", "H", "H", "H", "N", "H", "C", "C", "H", "C", "H", "H", "H", "O", "C", "H", "H", "H", "C", "N"], "xyz": [[0.512, 0.726, 0.221], [3.362, 1.096, 4.332], [-1.959, 0.337, -0.287], [-1.360, -2.067, -1.608], [0.783, -0.881, -3.194], [2.642, 1.480, 2.461], [-0.586, 2.951, 1.417], [-3.854, 0.322, -1.133], [-3.288, -2.133, -2.335], [-1.117, -2.605, -2.399], [0.157, -0.412, -2.547], [-2.487, 1.064, 0.330], [0.123, 1.493, 1.370], [-0.684, -0.057, -0.332], [2.388, 1.038, 1.352], [-0.155, -1.076, -1.365], [-1.403, -2.720, -0.767], [2.385, 2.501, 2.641], [-0.856, 2.947, 2.706], [1.617, 0.480, -0.269], [-2.659, -1.416, -1.781], [3.165, -0.304, 3.227], [0.278, 0.568, -2.687], [0.497, -1.634, -0.685], [-2.906, -0.251, -1.170], [3.082, 0.711, 3.373]], "mulliken_charge": [1.130, 0.324, -0.061, -0.087, 0.242, -0.109, 0.036, 0.400, 0.433, 0.384, -0.406, 0.313, -0.717, 0.145, 0.246, -0.082, 0.425, 0.344, 0.220, -0.697, -0.387, 0.297, 0.225, 0.345, -0.780, -0.183], "relative_energy_kcal_mol": 22.2, "homo_energy_ev": -15.82, "fmax_ha_per_bohr": 0.0721, "molar_mass_g_mol": 199.28, "total_charge": 2, "orbital_gap_ha": 0.291}